1.
# C24H23CrN6OS2

C24H23CrN6OS2 as an isolated structure at a distorted geometry (the ωB97M-V functional and the def2-TZVPD basis, the Open Molecules 2025 dataset).

Summary:
charge = +2
LUMO energy (alpha / beta) = -7.23 / -6.69 eV
2S+1 = 2

Atoms and positions in Å:
Cr1 0.573 -1.064 0.932
C1 -1.660 -1.663 4.510
C2 -0.635 -1.551 3.442
N1 -0.881 -1.206 2.230
N2 -2.175 -0.944 1.811
C3 -2.115 -0.796 0.523
O1 -0.951 -0.891 -0.154
C4 -3.330 -0.528 -0.252
C5 -3.281 -0.590 -1.643
C6 -4.419 -0.334 -2.389
C7 -5.609 -0.016 -1.743
C8 -5.664 0.031 -0.354
C9 -4.528 -0.226 0.394
C10 0.801 -1.771 3.673
C11 1.317 -2.131 4.896
C12 2.690 -2.241 5.042
C13 3.516 -1.969 3.961
C14 2.943 -1.624 2.758
N3 1.609 -1.546 2.598
H1 -2.641 -1.430 4.111
H2 -1.427 -0.970 5.321
H3 -1.672 -2.674 4.925
H4 -2.359 -0.880 -2.131
H5 -4.390 -0.398 -3.471
H6 -6.500 0.186 -2.325
H7 -6.597 0.262 0.144
H8 -4.558 -0.192 1.475
H9 0.651 -2.310 5.729
H10 3.114 -2.521 5.998
H11 4.594 -2.018 4.047
H12 3.554 -1.380 1.899
N4 2.587 1.855 -0.388
C15 1.294 1.834 -0.104
S1 0.741 1.201 1.446
N5 0.409 2.296 -0.962
C16 0.625 2.818 -2.289
C17 1.706 3.628 -2.602
C18 1.867 4.066 -3.912
C19 0.949 3.713 -4.889
C20 -0.157 2.942 -4.549
C21 -0.322 2.495 -3.248
H13 3.234 1.636 0.352
H14 2.944 2.292 -1.223
H15 -0.552 2.160 -0.683
H16 2.381 3.999 -1.838
H17 2.705 4.706 -4.157
H18 1.079 4.061 -5.907
H19 -0.899 2.694 -5.298
H20 -1.194 1.912 -2.972
S2 2.480 -1.567 -3.119
C22 3.510 -2.357 -2.010
C23 3.012 -2.240 -0.763
N6 1.825 -1.519 -0.686
C24 1.438 -1.119 -1.886
H21 4.405 -2.874 -2.327
H22 3.442 -2.685 0.121
H23 0.521 -0.566 -2.063

2.
# C24H23F2I2N4OPbS

C24H23F2I2N4OPbS as an isolated structure at a distorted geometry (the ωB97M-V functional and the def2-TZVPD basis, the Open Molecules 2025 dataset).

Summary:
ΔE to the lowest compared entry with this formula, charge and spin = 0.000 eV
charge = -1
LUMO energy = 1.67 eV

Atoms and positions in Å:
Pb1 -1.221 -0.288 -0.477
I1 -4.956 1.377 -0.824
C1 -5.619 0.518 -2.741
I2 -4.066 -0.604 -3.687
H1 -5.910 1.352 -3.348
H2 -6.385 -0.207 -2.463
F1 0.423 2.003 4.382
C2 0.351 2.159 3.028
C3 -0.334 1.200 2.302
C4 -0.303 1.355 0.891
C5 0.369 2.482 0.319
C6 1.018 3.389 1.127
F2 1.721 4.421 0.582
C7 1.068 3.234 2.488
C8 0.428 2.528 -1.206
C9 1.598 2.838 -1.895
C10 1.562 2.894 -3.280
C11 0.390 2.591 -3.948
C12 -0.726 2.268 -3.175
N1 -0.684 2.171 -1.840
H3 -0.825 0.391 2.816
H4 1.663 3.888 3.135
H5 2.517 2.993 -1.335
H6 2.478 3.102 -3.792
H7 0.262 2.597 -5.049
H8 -1.667 1.999 -3.640
N2 -0.219 -1.835 -3.888
C13 0.623 -1.731 -2.834
O1 1.284 -0.734 -2.657
C14 0.757 -2.985 -1.921
C15 1.350 -2.599 -0.561
H9 -0.513 -0.965 -4.260
H10 -0.931 -2.585 -3.892
H11 1.390 -3.693 -2.450
H12 -0.238 -3.399 -1.829
H13 2.373 -2.159 -0.790
H14 1.462 -3.575 0.033
C16 -0.773 -3.205 2.226
C17 0.291 -2.189 2.537
C18 0.662 -1.893 3.865
C19 1.719 -1.021 4.113
C20 2.418 -0.418 3.045
C21 2.043 -0.641 1.741
C22 2.688 0.086 0.591
C23 0.941 -1.520 1.470
N3 0.451 -1.694 0.150
H15 -0.845 -3.914 3.092
H16 -0.514 -3.671 1.255
H17 -1.708 -2.678 2.150
H18 0.170 -2.305 4.699
H19 1.987 -0.803 5.152
H20 3.277 0.280 3.202
H21 3.640 -0.391 0.296
H22 2.900 1.096 0.871
H23 2.010 0.107 -0.267
S1 -5.279 -0.226 2.774
C24 -3.806 -0.576 2.092
N4 -2.764 -0.817 1.623

3.
# C24H23FGe2N2O5S4Ti

C24H23FGe2N2O5S4Ti as an isolated structure (the ωB97M-V functional and the def2-TZVPD basis, the Open Molecules 2025 dataset).

Summary:
ΔE to the lowest compared entry with this formula, charge and spin = 0.907 eV
LUMO energy = -1.31 eV

Atoms and positions in Å:
Ti1 -0.944 -0.353 1.695
O1 4.263 1.983 0.732
C1 3.339 1.265 0.966
S1 2.716 0.952 2.601
C2 1.527 -0.254 2.160
C3 1.439 -0.553 0.825
S2 0.238 -1.616 0.111
S3 2.510 0.289 -0.270
S4 0.500 -0.855 3.457
C4 -2.230 -3.278 3.246
Ge1 -2.838 -1.395 3.162
C5 -4.702 -1.430 2.503
C6 -2.941 -0.733 5.013
Ge2 -2.315 -0.747 -0.485
C7 -2.817 -2.335 -1.462
C8 -2.826 -2.369 -2.859
C9 -3.160 -3.537 -3.526
C10 -3.492 -4.677 -2.805
C11 -3.492 -4.655 -1.418
C12 -3.153 -3.488 -0.750
C13 -2.370 0.778 -1.690
C14 -1.371 1.754 -1.670
C15 -1.506 2.910 -2.424
C16 -2.650 3.114 -3.186
C17 -3.651 2.153 -3.211
C18 -3.507 0.985 -2.476
H1 -3.036 -3.880 3.671
H2 -1.352 -3.366 3.884
H3 -1.974 -3.688 2.268
H4 -5.166 -2.369 2.812
H5 -4.776 -1.356 1.418
H6 -5.285 -0.614 2.935
H7 -3.559 -1.401 5.617
H8 -3.398 0.258 5.040
H9 -1.954 -0.667 5.470
H10 -2.567 -1.481 -3.423
H11 -3.161 -3.561 -4.608
H12 -3.754 -5.587 -3.329
H13 -3.754 -5.543 -0.859
H14 -3.158 -3.471 0.335
H15 -0.491 1.629 -1.052
H16 -0.726 3.660 -2.400
H17 -2.761 4.025 -3.761
H18 -4.549 2.315 -3.792
H19 -4.300 0.247 -2.503
F1 -5.486 0.463 0.184
C19 -4.956 1.671 0.420
C20 -4.031 1.838 1.363
N1 -3.474 3.069 1.639
C21 -2.318 3.151 2.528
C22 -1.065 2.766 1.747
O2 -0.261 3.559 1.354
O3 -1.016 1.469 1.421
C23 -3.882 4.215 0.970
O4 -3.439 5.315 1.197
N2 -4.848 3.989 0.003
C24 -5.433 2.787 -0.388
O5 -6.241 2.723 -1.283
H20 -3.685 1.008 1.965
H21 -2.479 2.480 3.372
H22 -2.219 4.178 2.865
H23 -5.141 4.813 -0.503